Below is C4H11NO3 as an isolated structure, with properties calculated with ωB97M-V/def2-TZVPD.

Cartesian coordinates (Å):
1 C -1.287 0.577 0.597
2 C 0.991 0.152 -0.643
3 C -0.051 1.145 -0.101
4 C 0.398 -0.953 -1.511
5 N 1.709 -0.457 0.506
6 O -2.187 0.112 -0.313
7 O -1.767 1.197 1.659
8 O -0.785 -0.741 1.556
9 H -3.018 -0.013 0.168
10 H -1.248 0.172 2.198
11 H 0.202 -0.812 1.496
12 H 1.685 0.737 -1.260
13 H 2.294 -1.227 0.200
14 H 2.315 0.222 0.955
15 H 0.426 1.816 0.615
16 H -0.422 1.761 -0.922
17 H -0.181 -0.526 -2.329
18 H 1.193 -1.569 -1.941
19 H -0.267 -1.591 -0.930

The LUMO energy is 0.753 eV. For the energy above the lowest of the compared OMol25 structures with the same formula, charge and spin, the calculation gives 2.102 eV. Its molar mass is 121.14 g mol⁻¹. The multiplicity is 1. The charge is 0. The gap between HOMO and LUMO is 10.682 eV. The value obtained for the electronic energy is -11958.008 eV.

Results of the Löwdin charge analysis, in e, for atoms 1 through 5: atom 1 (C): -0.6076, atom 2 (C): -0.4124, atom 3 (C): -0.0594, atom 4 (C): -0.0570, atom 5 (N): 0.0208